The following is a DFT calculation (ωB97M-V/def2-TZVPD) of a molecular structure, C28H47BrNO3P3Sn.

The total energy is -141122.6956 eV. The charge is +4. The energy above the lowest of the compared OMol25 structures with the same formula, charge and spin comes out at 1.030 eV. Its max |F| is 5.71 eV Å⁻¹.

Geometry (Å):
C1 -0.44597 6.09706 -3.96689
C2 -0.55814 4.80936 -4.57345
C3 -0.94751 4.77557 -5.92725
C4 -1.19984 5.96463 -6.61431
N1 -1.07526 7.15596 -6.02782
C5 -0.71050 7.23557 -4.75014
C6 -0.41894 3.56066 -3.90733
C7 -0.61269 3.00562 -2.76749
C8 -1.28078 2.76156 -1.49543
C9 -0.45514 2.57308 -0.38092
C10 -0.92982 1.83601 0.68110
C11 -2.24888 1.36068 0.67932
C12 -3.13467 1.77676 -0.33177
C13 -2.65995 2.46097 -1.45885
Sn1 -0.56538 0.83549 -3.04601
P1 2.05089 -1.38190 0.91106
H1 -1.09840 3.80919 -6.40572
H2 -0.19029 6.22136 -2.91237
H3 -1.50664 5.92066 -7.65936
H4 -0.62187 8.24124 -4.31831
H5 -3.29861 2.78094 -2.30723
H6 0.56749 2.95485 -0.40625
H7 -4.19458 1.53695 -0.25964
H8 -0.28473 1.62306 1.51850
C14 2.41796 -2.94633 1.84250
C15 3.48138 -3.91890 1.33695
H9 1.44657 -3.46463 1.87056
H10 2.63777 -2.63126 2.87421
H11 3.64531 -4.68905 2.10185
H12 3.16060 -4.44680 0.43015
H13 4.45847 -3.45854 1.13758
C16 2.78755 -1.70408 -0.75825
C17 3.27532 -0.46896 -1.50491
H14 1.98908 -2.20977 -1.33962
H15 3.58377 -2.45299 -0.64374
H16 3.29770 -0.68361 -2.58270
H17 2.61825 0.40300 -1.35908
H18 4.29649 -0.18283 -1.21744
C18 3.33268 -0.25945 1.65107
C19 4.75262 -0.78120 1.74460
H19 2.95239 0.01794 2.64396
H20 3.29085 0.65628 1.04403
H21 5.40271 0.04167 2.05760
H22 4.86040 -1.56894 2.49613
H23 5.14578 -1.14985 0.79143
Br1 -2.56730 -0.16633 1.68077
P2 -2.35552 -3.31223 -1.52102
C20 -0.52789 -3.38651 -1.31753
C21 -0.19862 -4.82274 -1.72366
H24 -0.26362 -3.17529 -0.26623
H25 -0.05509 -2.61615 -1.93655
H26 0.86447 -4.95250 -1.94577
H27 -0.47572 -5.53373 -0.93289
H28 -0.77737 -5.10830 -2.61543
C22 -2.74541 -3.16868 0.25688
C23 -4.15692 -3.62668 0.56616
H29 -2.64314 -2.06929 0.38956
H30 -2.00361 -3.65524 0.90030
H31 -4.35707 -3.57417 1.64413
H32 -4.88967 -2.98996 0.05225
H33 -4.31524 -4.66354 0.24073
C24 -2.68663 -1.60383 -2.06868
C25 -2.96679 -1.72081 -3.56925
H34 -1.82250 -0.95513 -1.81898
H35 -3.54514 -1.22051 -1.49340
H36 -3.26727 -0.75385 -3.97868
H37 -2.07721 -2.05573 -4.10936
H38 -3.75814 -2.45309 -3.78846
C26 1.69754 -0.16204 6.01069
O1 0.94345 -0.70392 4.90767
P3 0.25250 0.20094 3.74604
O2 -0.90827 1.06300 4.50289
C27 -1.98373 0.50424 5.28165
O3 1.35486 1.41519 3.45990
C28 1.11026 2.79825 3.74914
H39 2.75081 -0.03817 5.73260
H40 1.62352 -0.91004 6.81227
H41 1.27683 0.79506 6.36986
H42 -1.99555 -0.59623 5.25812
H43 -1.85634 0.84151 6.31697
H44 -2.93140 0.89014 4.88610
H45 0.21372 3.17692 3.24484
H46 1.04283 2.96483 4.82750
H47 1.98693 3.32756 3.35858